The following is a DFT calculation (ωB97M-V/def2-TZVPD) of a cluster of 2 separate species, F2HPS in total at a distorted geometry.

Geometry (Å):
F  1.46670  0.00142  0.59359
F  -0.46800  -1.17060  0.76532
P  -0.03802  0.16705  0.01498
S  -0.74168  1.74654  0.78088
H  -0.21900  -0.74442  -2.15477

Summary:
E_tot: -25574.0339 eV
HOMO level (alpha / beta): -10.36 / -10.28 eV
LUMO energy (alpha / beta): -2.848 / -1.855 eV
Kohn-Sham gap (alpha / beta): 7.51 / 8.42 eV
F_max: 2.55 eV Å⁻¹